# 1
ORCA calculation (ωB97M-V with the def2-TZVPD basis set) on an isolated molecule of C3H5NO2.

Positions of all 11 atoms, in Å:
O  1.77789  -0.36411  -1.04761
C  1.51227  -0.16132  0.26028
C  0.29304  -0.36604  0.77306
N  -0.72971  -0.83993  -0.10857
C  -1.58079  0.04913  -0.44095
O  -1.56879  1.32316  -0.04001
H  0.97311  -0.77575  -1.41286
H  2.37211  0.17581  0.82948
H  0.08345  -0.27563  1.83686
H  -2.40432  -0.17919  -1.11302
H  -0.72828  1.41388  0.46335

Output
- SMILES = O/C=C\N=C/O
- E_LUMO (eV) = 0.844
- energy relative to the best compared isomer or geometry (same formula, charge and spin) (kcal per mole) = 38.6
- HOMO (eV) = -8.8
- HOMO-LUMO gap (eV) = 9.6
- M (g mol⁻¹) = 87.08

natural (NBO) charges in e:
1. O -0.671
2. C 0.140
3. C -0.256
4. N -0.548
5. C 0.435
6. O -0.664
7. H 0.491
8. H 0.192
9. H 0.217
10. H 0.173
11. H 0.492



# 2
ORCA calculation (ωB97M-V with the def2-TZVPD basis set) on a cluster of 7 separate species, C12H31F6N8O9 in total.

Positions of all 66 atoms, in Å:
O  -1.06538  -0.18230  0.98033
H  -1.55538  0.48085  0.48868
H  -0.55575  0.34382  1.60087
H  -0.38898  -0.49452  0.37486
C  3.57392  -1.40791  -0.48505
O  3.63186  -0.90551  0.86751
O  2.29849  -1.39597  -0.98066
C  4.58659  -0.67708  -1.44852
F  4.48223  0.63869  -1.51043
F  5.90773  -0.88671  -1.23679
F  4.47996  -1.05948  -2.76726
C  4.76959  -1.34933  1.65114
C  5.37892  -0.21209  2.45605
H  6.04079  0.47195  1.92491
H  4.60146  0.35560  2.96732
H  6.01459  -0.52365  3.28488
H  5.51850  -1.89629  1.07837
H  4.32350  -2.03345  2.37298
H  3.83904  -2.46207  -0.40400
C  -4.74851  1.11116  -1.72538
O  -4.66643  -0.16797  -1.13537
O  -3.64076  1.85488  -1.24871
C  -5.08741  1.10925  -3.27198
F  -4.15623  0.53373  -4.07244
F  -6.30996  0.58578  -3.64187
F  -5.14976  2.42524  -3.62568
C  -5.82492  -0.98220  -1.13809
C  -5.53985  -1.85730  0.07720
H  -5.53256  -1.33446  1.03359
H  -6.29999  -2.62074  0.24287
H  -4.56606  -2.34315  0.01576
H  -5.80992  -1.67825  -1.97677
H  -6.81635  -0.54301  -1.02731
H  -5.70788  1.54904  -1.44977
C  1.01646  4.06190  -4.56330
O  1.58109  4.34078  -5.62595
N  0.73594  4.80006  -3.59926
N  0.63141  2.84456  -4.31734
H  1.03893  5.75679  -3.71305
H  0.05159  4.41824  -2.96210
H  0.58483  2.12799  -5.02758
H  0.19688  2.80641  -3.40639
C  -0.24161  -4.51634  -5.33396
O  -0.80652  -5.14228  -6.18375
N  -0.93454  -3.81566  -4.46962
N  0.99875  -4.42858  -5.20161
H  -1.86022  -3.55411  -4.77753
H  -0.40228  -3.21582  -3.85563
H  1.26708  -3.72411  -4.52944
H  1.58706  -5.10433  -5.66782
C  0.05168  -2.67104  6.05591
O  -0.81967  -2.94759  5.28843
N  0.73834  -1.57965  6.08649
N  0.51795  -3.46020  7.06196
H  0.51951  -0.89036  5.38144
H  1.22476  -1.22865  6.89908
H  1.34277  -3.06706  7.49232
H  0.18758  -4.41457  7.07359
C  0.55647  4.33086  4.03980
O  0.49866  3.14865  3.77679
N  -0.06322  4.76593  5.14014
N  1.31385  5.12445  3.38226
H  -0.68700  4.17024  5.66564
H  0.15962  5.68824  5.48623
H  1.62296  4.83698  2.46471
H  1.36587  6.09171  3.66824

Output
- E_LUMO (eV) = 1.235
- net charge = -1
- energy relative to the best compared isomer or geometry (same formula, charge and spin) (kcal per mole) = 174.9
- HOMO (eV) = -4.8
- HOMO-LUMO gap (eV) = 6.0
- M (g mol⁻¹) = 545.42

natural (NBO) charges in e:
1. O -0.731
2. H 0.574
3. H 0.553
4. H 0.574
5. C 0.307
6. O -0.572
7. O -0.927
8. C 0.915
9. F -0.330
10. F -0.363
11. F -0.356
12. C -0.080
13. C -0.627
14. H 0.207
15. H 0.206
16. H 0.194
17. H 0.182
18. H 0.158
19. H 0.100
20. C 0.319
21. O -0.552
22. O -0.934
23. C 0.909
24. F -0.342
25. F -0.357
26. F -0.343
27. C -0.078
28. C -0.608
29. H 0.198
30. H 0.187
31. H 0.205
32. H 0.163
33. H 0.171
34. H 0.080
35. C 0.736
36. O -0.709
37. N -0.806
38. N -0.804
39. H 0.409
40. H 0.392
41. H 0.416
42. H 0.365
43. C 0.734
44. O -0.698
45. N -0.824
46. N -0.801
47. H 0.407
48. H 0.376
49. H 0.396
50. H 0.411
51. C 0.759
52. O -0.645
53. N -0.830
54. N -0.860
55. H 0.403
56. H 0.384
57. H 0.380
58. H 0.409
59. C 0.748
60. O -0.701
61. N -0.836
62. N -0.805
63. H 0.416
64. H 0.374
65. H 0.424
66. H 0.381



# 3
ORCA calculation (ωB97M-V with the def2-TZVPD basis set) on an isolated molecule of C4H7NO.

Positions of all 13 atoms, in Å:
C  -1.62831  0.40319  -0.19535
N  -0.32270  -0.26377  -0.21067
C  -0.25291  -1.56294  -0.10498
C  1.91285  0.64212  0.33572
C  0.74440  0.58110  -0.53032
O  0.92596  1.68590  0.34513
H  -1.62776  1.11098  0.63677
H  -1.75753  0.94762  -1.13098
H  -2.41971  -0.33573  -0.06326
H  -1.14524  -2.16512  -0.21985
H  0.72672  -2.01931  -0.03481
H  1.96480  0.06426  1.26269
H  2.87943  0.91171  -0.09009

Output
- E_LUMO (spin up / spin down) (eV) = 0.452 / 0.457
- energy relative to the best compared isomer or geometry (same formula, charge and spin) (kcal per mole) = 113.3
- HOMO (spin up / spin down) (eV) = -7.2 / -7.2
- HOMO-LUMO gap (spin up / spin down) (eV) = 7.6 / 7.6
- M (g mol⁻¹) = 85.11

natural (NBO) charges in e:
1. C -0.414
2. N -0.249
3. C -0.172
4. C -0.158
5. C 0.100
6. O -0.519
7. H 0.234
8. H 0.230
9. H 0.207
10. H 0.188
11. H 0.200
12. H 0.169
13. H 0.184



# 4
ORCA calculation (ωB97M-V with the def2-TZVPD basis set) on a structure of composition C10H23GeN3O6P2PdS.

Positions of all 47 atoms, in Å:
Pd  0.59915  0.15847  -0.34264
N  -0.49167  -3.10364  2.58477
C  0.48970  -2.48723  1.59415
C  1.73154  -3.37947  1.54885
P  0.84333  -0.77698  2.15667
O  1.32898  -1.07539  3.63305
O  1.97209  -0.25084  1.24346
O  -0.41312  0.02191  2.08024
P  -0.43287  -2.58478  -0.04965
O  0.71336  -2.80428  -1.12977
O  -1.36046  -3.71756  0.10948
O  -0.97929  -1.16067  -0.35606
H  0.00383  -3.49794  3.38591
H  -1.02319  -3.83290  2.07685
H  -1.16338  -2.41444  2.93049
H  2.19522  -3.44248  2.53565
H  2.46273  -2.95991  0.86392
H  1.47870  -4.38804  1.21571
H  1.97643  -0.47911  4.03722
H  0.77040  -3.71263  -1.46405
S  -0.94279  1.82854  -0.60332
C  -2.44404  0.90317  -0.65847
N  -2.99623  0.63191  0.54432
C  -4.16011  -0.02060  0.65773
C  -4.79260  -0.42020  -0.49522
C  -4.16915  -0.12082  -1.69881
N  -3.00666  0.53934  -1.78034
H  -2.45925  0.89516  1.36979
H  -4.52942  -0.19130  1.65894
H  -5.73550  -0.94487  -0.45672
H  -4.61277  -0.41301  -2.64297
C  4.26560  1.84407  -2.38811
Ge  2.37391  1.99543  -1.98186
C  1.26871  2.34934  -3.51286
C  2.21677  3.20595  -0.47770
C  2.15022  0.03255  -1.47046
H  4.53153  2.81986  -2.80230
H  4.50121  1.07524  -3.12033
H  4.83529  1.66517  -1.47840
H  1.52578  3.32853  -3.91891
H  0.20869  2.34780  -3.26729
H  1.44933  1.60469  -4.28842
H  2.52119  4.17987  -0.86512
H  2.90890  2.90707  0.30922
H  1.23451  3.32725  -0.02835
H  2.89140  -0.33839  -0.76527
H  1.95519  -0.63494  -2.30889

Output
- E_LUMO (spin up / spin down) (eV) = -9.340 / -9.343
- net charge = +2
- energy relative to the best compared isomer or geometry (same formula, charge and spin) (kcal per mole) = 60.3
- HOMO (spin up / spin down) (eV) = -15.8 / -15.8
- HOMO-LUMO gap (spin up / spin down) (eV) = 6.5 / 6.5
- M (g mol⁻¹) = 554.35

natural (NBO) charges in e:
1. Pd 1.034
2. N -0.695
3. C -0.632
4. C -0.646
5. P 2.363
6. O -1.003
7. O -1.093
8. O -1.149
9. P 2.377
10. O -1.010
11. O -1.089
12. O -1.069
13. H 0.448
14. H 0.481
15. H 0.448
16. H 0.241
17. H 0.263
18. H 0.238
19. H 0.548
20. H 0.544
21. S 0.132
22. C 0.309
23. N -0.459
24. C 0.134
25. C -0.256
26. C 0.158
27. N -0.385
28. H 0.482
29. H 0.257
30. H 0.277
31. H 0.245
32. C -1.022
33. Ge 1.517
34. C -1.094
35. C -1.086
36. C -0.611
37. H 0.267
38. H 0.255
39. H 0.252
40. H 0.268
41. H 0.253
42. H 0.255
43. H 0.268
44. H 0.257
45. H 0.239
46. H 0.247
47. H 0.243



# 5
ORCA calculation (ωB97M-V with the def2-TZVPD basis set) on a structure of composition C30H42AsCrFN5O4Si3.

Positions of all 87 atoms, in Å:
Cr  -0.08580  0.14762  0.42835
C  4.25119  -0.20601  0.21984
C  4.59428  -0.28985  1.55362
C  3.59458  -0.22650  2.51943
C  2.28436  -0.07021  2.11357
N  1.95659  0.01720  0.80469
C  2.91403  -0.05824  -0.11519
C  1.14177  -0.00739  3.04766
C  1.20251  -0.14047  4.42725
C  0.01403  -0.13284  5.14131
C  -1.20604  -0.04010  4.48726
C  -1.20182  0.08455  3.10675
N  -0.04194  0.14788  2.44586
C  -2.39100  0.06937  2.22656
C  -3.68785  -0.00796  2.70307
C  -4.73466  -0.11353  1.79596
C  -4.45399  -0.14616  0.44198
C  -3.13355  -0.05218  0.03608
N  -2.12675  0.06557  0.90122
H  4.99321  -0.27075  -0.56290
H  5.62776  -0.41088  1.84979
H  3.84194  -0.29675  3.56859
H  2.59174  -0.01869  -1.14692
H  2.14613  -0.26494  4.93766
H  0.03632  -0.22981  6.21900
H  -2.12938  -0.09011  5.04502
H  -3.88441  0.00033  3.76519
H  -5.75508  -0.17959  2.14949
H  -5.23579  -0.24514  -0.29778
H  -2.86408  -0.08631  -1.01042
C  -2.53581  2.96231  -2.26190
Si  -2.10198  3.66954  -0.58170
C  -1.98005  5.52764  -0.69437
C  -3.36560  3.30680  0.75076
As  0.00892  2.68316  -0.00682
Si  0.83685  3.89770  1.87415
C  0.79099  5.72671  1.49069
C  -0.30101  3.50757  3.31116
C  2.60147  3.38318  2.22975
Si  1.45100  3.14038  -1.88569
C  3.22129  3.18246  -1.27895
C  1.15606  1.80997  -3.15685
C  1.05475  4.81970  -2.59968
H  -3.59814  3.12326  -2.46532
H  -2.32436  1.89991  -2.38220
H  -1.97834  3.48730  -3.04129
H  -2.97803  5.85489  -1.01148
H  -1.27335  5.89832  -1.43276
H  -1.77972  6.00792  0.26236
H  -4.36023  3.53063  0.35470
H  -3.20478  3.97316  1.60173
H  -3.37710  2.28460  1.12587
H  -0.18737  6.16476  1.69378
H  1.07105  5.97809  0.46648
H  1.50995  6.21815  2.15349
H  -1.35036  3.45182  3.01246
H  -0.21393  4.31012  4.04896
H  -0.03417  2.57623  3.81360
H  3.30119  3.99092  1.65403
H  2.82545  2.33691  2.01981
H  2.80887  3.56522  3.28874
H  3.49932  2.39322  -0.58210
H  3.43450  4.13905  -0.79678
H  3.87794  3.10884  -2.15084
H  1.21493  0.79561  -2.76493
H  1.89616  1.90761  -3.95574
H  0.16860  1.92272  -3.61086
H  1.07206  5.62096  -1.85936
H  0.10308  4.85078  -3.13114
H  1.83898  5.04547  -3.32990
F  -0.30653  -7.10735  1.12061
C  0.43854  -6.09051  0.71577
C  0.03800  -5.26722  -0.25180
N  0.83483  -4.21084  -0.67478
C  0.31362  -3.17096  -1.53551
C  0.03898  -1.89802  -0.76624
O  -0.04287  -0.77527  -1.37144
O  -0.08625  -1.88672  0.49023
C  2.03068  -3.91280  -0.05463
O  2.65428  -2.89722  -0.32190
N  2.45499  -4.83554  0.86210
C  1.73397  -5.91732  1.38462
O  2.16314  -6.59671  2.27674
H  -0.90206  -5.40336  -0.76724
H  -0.59676  -3.51704  -2.02532
H  1.02198  -2.92356  -2.32423
H  3.35349  -4.66269  1.28781

Output
- E_LUMO (spin up / spin down) (eV) = -6.319 / -6.589
- net charge = +2
- energy relative to the best compared isomer or geometry (same formula, charge and spin) (kcal per mole) = 4.4
- HOMO (spin up / spin down) (eV) = -13.5 / -13.5
- 2S+1 = 4
- HOMO-LUMO gap (spin up / spin down) (eV) = 7.2 / 7.0
- M (g mol⁻¹) = 766.87

Löwdin charges in e:
1. Cr 0.678
2. C -0.008
3. C 0.008
4. C 0.028
5. C -0.204
6. N 0.026
7. C -0.111
8. C -0.166
9. C 0.047
10. C 0.012
11. C 0.041
12. C -0.172
13. N 0.048
14. C -0.181
15. C 0.034
16. C 0.001
17. C -0.006
18. C -0.087
19. N 0.015
20. H 0.134
21. H 0.132
22. H 0.126
23. H 0.122
24. H 0.127
25. H 0.135
26. H 0.127
27. H 0.126
28. H 0.133
29. H 0.130
30. H 0.126
31. C -0.200
32. Si 0.325
33. C -0.188
34. C -0.190
35. As 0.882
36. Si 0.329
37. C -0.194
38. C -0.189
39. C -0.186
40. Si 0.330
41. C -0.195
42. C -0.195
43. C -0.199
44. H 0.047
45. H 0.016
46. H 0.030
47. H 0.055
48. H 0.022
49. H 0.021
50. H 0.054
51. H 0.036
52. H -0.012
53. H 0.028
54. H 0.024
55. H 0.050
56. H 0.019
57. H 0.052
58. H 0.010
59. H 0.036
60. H -0.001
61. H 0.052
62. H -0.002
63. H 0.038
64. H 0.052
65. H 0.000
66. H 0.052
67. H 0.036
68. H 0.022
69. H 0.028
70. H 0.052
71. F 0.127
72. C -0.184
73. C 0.062
74. N 0.004
75. C -0.011
76. C -0.547
77. O -0.079
78. O -0.015
79. C -0.454
80. O 0.085
81. N 0.233
82. C -0.376
83. O 0.148
84. H 0.152
85. H 0.153
86. H 0.153
87. H 0.174



# 6
ORCA calculation (ωB97M-V with the def2-TZVPD basis set) on a cluster of 2 separate species, C2H2Cl2S in total.

Positions of all 7 atoms, in Å:
C  -0.47668  -0.06434  0.21138
C  0.83816  0.07873  -0.54056
S  -0.04852  1.59219  0.07667
Cl  2.19726  -0.65326  0.46900
Cl  -2.89272  -0.38109  0.15450
H  -0.68149  -0.53630  1.16427
H  1.06398  -0.03594  -1.53526

Output
- E_LUMO (spin up / spin down) (eV) = -1.987 / -1.987
- energy relative to the best compared isomer or geometry (same formula, charge and spin) (kcal per mole) = 58.6
- HOMO (spin up / spin down) (eV) = -9.9 / -9.9
- HOMO-LUMO gap (spin up / spin down) (eV) = 8.0 / 7.9
- M (g mol⁻¹) = 129.01

natural (NBO) charges in e:
1. C -0.164
2. C -0.298
3. S 0.381
4. Cl -0.030
5. Cl -0.401
6. H 0.268
7. H 0.245



# 7
ORCA calculation (ωB97M-V with the def2-TZVPD basis set) on an isolated molecule of C4H6ClFN2.

Positions of all 14 atoms, in Å:
H  2.55212  0.86532  -0.16938
N  2.63472  -0.11627  -0.09380
C  1.45508  -0.63421  -0.01978
N  1.22956  -1.98591  0.13046
C  0.30134  0.26907  0.07200
F  0.75806  1.58329  0.05631
C  -1.04596  0.16022  0.04173
C  -1.93820  1.34516  0.02160
Cl  -1.92021  -1.38881  -0.03004
H  0.36417  -2.43153  -0.10938
H  2.10063  -2.45879  0.11669
H  -2.68678  1.24792  -0.74808
H  -1.33660  2.23749  -0.23248
H  -2.46795  1.30704  0.96415

Output
- SMILES = [H]/N=C(N)\C(F)=C(\C)Cl
- E_LUMO (eV) = 0.648
- energy relative to the best compared isomer or geometry (same formula, charge and spin) (kcal per mole) = 7.2
- HOMO (eV) = -9.3
- HOMO-LUMO gap (eV) = 9.9
- M (g mol⁻¹) = 136.56

natural (NBO) charges in e:
1. H 0.354
2. N -0.675
3. C 0.355
4. N -0.814
5. C 0.282
6. F -0.345
7. C -0.014
8. C -0.663
9. Cl -0.013
10. H 0.409
11. H 0.403
12. H 0.232
13. H 0.253
14. H 0.236



# 8
ORCA calculation (ωB97M-V with the def2-TZVPD basis set) on a structure of composition C3H5BiO3.

Positions of all 12 atoms, in Å:
H  0.10627  1.54613  -0.72848
C  -0.48176  1.26282  0.16258
C  0.22738  0.56522  1.27518
O  1.09956  -0.47934  0.70563
C  0.71116  -1.12208  -0.33866
O  1.69029  -1.96325  -0.65891
Bi  -1.67167  -0.74528  -1.91944
O  -1.50255  0.26766  -0.21062
H  -1.01778  2.13144  0.57505
H  -1.48838  -0.20849  0.78567
H  0.93798  1.26500  1.73663
H  1.38949  -2.51982  -1.38462

Output
- E_LUMO (spin up / spin down) (eV) = -6.590 / -6.945
- net charge = +1
- energy relative to the best compared isomer or geometry (same formula, charge and spin) (kcal per mole) = 84.1
- HOMO (spin up / spin down) (eV) = -12.6 / -11.6
- 2S+1 = 2
- HOMO-LUMO gap (spin up / spin down) (eV) = 6.0 / 4.7
- M (g mol⁻¹) = 298.05

natural (NBO) charges in e:
1. H 0.212
2. C -0.182
3. C -0.168
4. O -0.445
5. C 0.436
6. O -0.627
7. Bi 1.191
8. O -0.899
9. H 0.245
10. H 0.518
11. H 0.218
12. H 0.500